Entry 1:
{
  "formula": "CH8O2S",
  "method": "wB97M-V/def2-TZVPD",
  "relative_energy_kj_mol": 51.0,
  "total_energy_ha": -591.53973,
  "smiles": "CS.O.O",
  "gap_ev": 10.1,
  "e_homo_ev": -9.4,
  "e_lumo_ev": 0.75,
  "elements": ["C", "S", "H", "H", "H", "H", "H", "H", "O", "H", "H", "O"],
  "positions_angstrom": [[-1.503670, 0.270987, 0.659968], [-0.307875, 1.620995, 0.671956], [-2.531470, 0.568270, 0.178138], [-1.721710, -0.049173, 1.751834], [-1.168857, -0.666075, 0.136146], [-0.427571, 2.051495, -0.614396], [1.396782, 0.038330, 0.926611], [1.570477, -1.363864, 1.297477], [1.957100, -0.718068, 0.726163], [1.105606, -0.713947, -1.227769], [1.131564, -0.460991, -2.616290], [0.499625, -0.577958, -1.889837]],
  "forces_ev_per_a": [[-2.3062, -1.3028, 0.1965], [-0.2800, 0.2902, -0.2100], [2.0320, -0.3933, 1.0165], [0.4129, 0.8172, -1.7136], [-0.0421, 1.1318, 0.3296], [0.0585, -0.4447, 0.4862], [-0.0129, 0.7290, -0.2782], [-0.1049, -1.0764, 0.5110], [0.2226, 0.2796, -0.3713], [2.0657, -0.6575, 3.4252], [-0.6645, 0.0464, -0.2744], [-1.3810, 0.5806, -3.1176]],
  "lowdin_charge": [-0.5194, 0.6528, 0.0656, 0.0533, 0.0230, -0.1170, -0.0686, 0.0305, -0.0683, -0.0610, 0.0557, -0.0466]
}

Entry 2:
{
  "formula": "C21H32GeO7ReSSi3",
  "method": "wB97M-V/def2-TZVPD",
  "charge": 1,
  "total_energy_ha": -4767.70569,
  "multiplicity": 3,
  "gap_ev": [6.1, 6.7],
  "e_homo_ev": [-11.3, -12.1],
  "e_lumo_ev": [-5.16, -5.36],
  "elements": ["Re", "O", "C", "C", "O", "C", "C", "O", "C", "O", "O", "C", "Si", "C", "C", "Ge", "Si", "C", "C", "C", "Si", "C", "C", "C", "H", "H", "H", "H", "H", "H", "H", "H", "H", "H", "H", "H", "H", "H", "H", "H", "H", "H", "H", "H", "H", "H", "H", "H", "H", "H", "H", "O", "C", "O", "C", "C", "C", "C", "S", "C", "C", "H", "H", "H", "H", "H"],
  "positions_angstrom": [[0.004807, 0.021705, 0.702314], [0.563110, -4.840291, 2.638848], [0.353551, -3.674555, 2.681732], [1.409956, -2.551377, 2.813039], [2.536867, -2.648394, 3.179159], [0.690079, -1.285833, 2.429514], [-0.678379, -1.526749, 2.230837], [-1.498122, -0.555531, 1.802562], [-1.011408, -2.974183, 2.481682], [-2.096922, -3.453054, 2.555578], [1.217838, -0.069803, 2.220372], [-3.747944, 1.982667, 0.597815], [-2.842405, 2.463539, -0.960361], [-2.975320, 4.260610, -1.407576], [-3.199673, 1.356671, -2.410970], [-0.482706, 2.018963, -0.399221], [-0.022869, 3.109396, 2.007033], [1.832622, 3.014297, 2.121013], [-0.710670, 4.765765, 1.550231], [-0.993552, 2.291234, 3.367088], [1.082406, 3.091844, -1.963646], [0.416875, 2.681588, -3.647006], [1.058890, 4.927830, -1.661270], [2.723357, 2.274418, -1.580129], [-4.808899, 1.801885, 0.402913], [-3.675704, 2.766281, 1.355964], [-3.327310, 1.065198, 1.010989], [-4.016099, 4.499473, -1.648278], [-2.371940, 4.483423, -2.290959], [-2.660672, 4.919920, -0.597712], [-4.271695, 1.303290, -2.617366], [-2.847457, 0.345249, -2.202787], [-2.696527, 1.718799, -3.310303], [2.299109, 3.923222, 1.734942], [2.219386, 2.166582, 1.560984], [2.145692, 2.889018, 3.160584], [-0.344864, 5.119095, 0.588443], [-0.411131, 5.491803, 2.315553], [-1.801272, 4.737829, 1.526158], [-1.430673, 1.346008, 3.058658], [-1.806878, 2.940917, 3.695411], [-0.345957, 2.096232, 4.225767], [-0.476149, 3.270225, -3.869840], [0.160716, 1.622810, -3.728210], [1.164891, 2.906141, -4.413084], [0.031478, 5.292842, -1.596949], [1.539110, 5.444523, -2.497614], [1.591072, 5.204011, -0.749140], [2.551562, 1.250917, -1.244507], [3.249419, 2.811107, -0.787477], [3.378135, 2.241440, -2.454768], [1.989328, -0.438619, -7.393241], [0.940232, -0.022132, -6.662327], [0.062508, 0.621596, -7.156549], [0.923921, -0.400090, -5.206671], [2.081059, -0.549460, -4.453671], [2.005445, -0.858611, -3.101628], [0.759549, -1.025047, -2.514529], [0.658340, -1.505730, -0.801790], [-0.405173, -0.892281, -3.266160], [-0.320205, -0.564311, -4.606060], [2.563352, -1.033613, -6.894606], [3.057310, -0.388400, -4.896655], [2.908229, -0.974501, -2.515912], [-1.366426, -1.060044, -2.798115], [-1.212926, -0.436496, -5.204475]],
  "forces_ev_per_a": [[0.0759, -0.1573, -0.7336], [0.0041, -0.1174, 0.0937], [-0.0248, 0.2023, -0.0048], [-0.0105, 0.1445, -0.1483], [0.1489, -0.0250, -0.0306], [-0.2216, -0.1239, 0.8749], [0.1662, -0.0670, 0.6362], [0.2355, -0.3632, 0.1740], [0.0062, 0.1255, -0.1721], [-0.1177, -0.0629, -0.0721], [-0.1601, -0.3619, 0.2245], [-0.1709, 0.0348, -0.0741], [0.3881, -0.2451, 0.3044], [-0.0595, 0.1131, -0.0493], [-0.0324, -0.0830, -0.0358], [-0.3042, 1.2743, -0.8172], [0.0326, -0.6864, -0.4568], [0.0297, 0.1848, 0.1961], [-0.0761, 0.1745, 0.0135], [0.0964, 0.0662, 0.1962], [0.0051, -0.2205, 0.3889], [-0.0793, -0.0990, -0.0101], [0.0673, 0.0726, -0.0284], [0.0489, 0.1245, -0.0815], [0.0257, 0.0548, 0.0204], [0.0092, -0.0346, -0.0016], [-0.0565, -0.0259, 0.0323], [0.0416, 0.0107, -0.0052], [-0.0319, 0.0182, 0.0192], [-0.0243, -0.0103, -0.0401], [0.0163, 0.0456, 0.0032], [-0.1031, 0.0168, -0.0261], [0.0034, -0.0408, 0.0026], [-0.0277, -0.0161, -0.0189], [0.0914, -0.0252, 0.0025], [0.0092, 0.0315, -0.0236], [0.0053, 0.0525, 0.0395], [-0.0141, -0.0404, -0.0175], [0.0296, 0.0106, 0.0223], [-0.0885, -0.0010, 0.0736], [0.0140, 0.0153, -0.0073], [-0.0230, 0.0049, -0.0134], [0.0103, -0.0232, -0.0161], [0.0397, 0.2176, -0.0055], [-0.0183, 0.0186, 0.0149], [0.0414, 0.0484, -0.0359], [0.0021, -0.0136, 0.0325], [-0.0311, 0.0132, -0.0116], [0.0938, -0.0298, -0.0334], [-0.0167, -0.0347, 0.0012], [-0.0134, 0.0239, 0.0210], [0.0593, 0.0312, 0.0180], [0.0234, -0.0260, 0.0413], [-0.0349, 0.0313, -0.0018], [0.0442, -0.0951, -0.0766], [0.0219, 0.0295, 0.0150], [0.0057, -0.0147, 0.0137], [-0.1189, 0.2263, -0.0750], [0.0464, -0.0958, -0.3283], [0.0079, -0.1149, 0.0503], [-0.0526, -0.1638, 0.0023], [-0.0686, 0.0042, -0.0102], [-0.0094, -0.0298, -0.0082], [-0.0101, 0.0196, -0.0039], [0.0393, 0.0036, -0.0521], [0.0142, 0.0032, -0.0007]],
  "mulliken_spin": [1.2700, -0.0001, 0.0031, -0.0040, -0.0046, 0.0162, -0.0183, 0.0752, -0.0042, -0.0039, 0.0154, 0.0031, 0.0645, -0.0011, 0.0036, 0.1973, 0.1211, 0.0073, 0.0293, 0.0136, 0.0643, 0.0180, 0.0036, -0.0036, 0.0011, -0.0002, -0.0001, 0.0015, 0.0002, -0.0006, 0.0025, -0.0008, -0.0023, 0.0000, 0.0013, 0.0027, -0.0085, 0.0074, -0.0008, -0.0047, 0.0005, 0.0045, -0.0003, -0.0070, 0.0031, -0.0006, 0.0016, 0.0000, 0.0098, 0.0006, 0.0019, 0.0000, 0.0005, 0.0001, -0.0003, 0.0049, -0.0045, 0.0434, 0.0786, 0.0082, -0.0008, -0.0001, 0.0002, 0.0024, -0.0113, -0.0001]
}

Entry 3:
{
  "formula": "C5H7NOS",
  "method": "wB97M-V/def2-TZVPD",
  "relative_energy_kj_mol": 282.5,
  "total_energy_ha": -722.81048,
  "smiles": "CS[C@@]12C[C@@H]1C=NO2",
  "gap_ev": 9.9,
  "e_homo_ev": -9.1,
  "e_lumo_ev": 0.83,
  "elements": ["C", "C", "C", "C", "C", "H", "H", "H", "H", "H", "H", "H", "N", "O", "S"],
  "positions_angstrom": [[-2.160145, -1.071150, 0.231416], [-0.055183, 0.446248, -0.570710], [0.794622, 1.665906, -0.414043], [0.878356, 0.560750, 0.623038], [1.847996, -0.518088, 0.315132], [-1.688257, -1.868306, -0.314229], [-1.842004, -1.094944, 1.257333], [-3.228589, -1.219579, 0.217374], [0.293270, 2.585390, -0.095950], [1.618845, 1.792355, -1.112486], [0.572060, 0.732373, 1.649608], [2.694133, -0.845790, 0.930603], [1.610257, -1.111428, -0.795378], [0.481975, -0.580728, -1.384500], [-1.817331, 0.526985, -0.537205]],
  "forces_ev_per_a": [[-0.0566, 0.2688, -0.0794], [-0.0436, 0.2170, 0.3805], [-0.1390, 0.2500, -0.0555], [0.2856, -0.2520, 0.1388], [-0.0963, 0.0443, -0.1835], [0.2022, -0.2713, -0.3029], [0.2472, 0.0780, 0.4783], [-0.3499, 0.0125, -0.1155], [0.1804, -0.4376, -0.1388], [-0.1320, -0.0569, 0.1560], [-0.0906, 0.0589, -0.2127], [-0.4610, 0.1319, -0.3321], [0.5874, -0.1005, 0.4240], [-0.2573, 0.1175, -0.1274], [0.1233, -0.0605, -0.0297]],
  "lowdin_charge": [-0.3766, -0.7486, -0.0590, -0.1893, -0.1058, 0.0360, 0.0319, 0.0284, 0.1126, 0.1222, 0.1381, 0.1223, 0.0713, -0.1071, 0.9235]
}

Please write out number 1 again, unchanged.
{
  "formula": "CH8O2S",
  "method": "wB97M-V/def2-TZVPD",
  "relative_energy_kj_mol": 51.0,
  "total_energy_ha": -591.53973,
  "smiles": "CS.O.O",
  "gap_ev": 10.1,
  "e_homo_ev": -9.4,
  "e_lumo_ev": 0.75,
  "elements": ["C", "S", "H", "H", "H", "H", "H", "H", "O", "H", "H", "O"],
  "positions_angstrom": [[-1.503670, 0.270987, 0.659968], [-0.307875, 1.620995, 0.671956], [-2.531470, 0.568270, 0.178138], [-1.721710, -0.049173, 1.751834], [-1.168857, -0.666075, 0.136146], [-0.427571, 2.051495, -0.614396], [1.396782, 0.038330, 0.926611], [1.570477, -1.363864, 1.297477], [1.957100, -0.718068, 0.726163], [1.105606, -0.713947, -1.227769], [1.131564, -0.460991, -2.616290], [0.499625, -0.577958, -1.889837]],
  "forces_ev_per_a": [[-2.3062, -1.3028, 0.1965], [-0.2800, 0.2902, -0.2100], [2.0320, -0.3933, 1.0165], [0.4129, 0.8172, -1.7136], [-0.0421, 1.1318, 0.3296], [0.0585, -0.4447, 0.4862], [-0.0129, 0.7290, -0.2782], [-0.1049, -1.0764, 0.5110], [0.2226, 0.2796, -0.3713], [2.0657, -0.6575, 3.4252], [-0.6645, 0.0464, -0.2744], [-1.3810, 0.5806, -3.1176]],
  "lowdin_charge": [-0.5194, 0.6528, 0.0656, 0.0533, 0.0230, -0.1170, -0.0686, 0.0305, -0.0683, -0.0610, 0.0557, -0.0466]
}

Number 2 is which compound?
C21H32GeO7ReSSi3